Entry 1:
Here is a molecular structure, C3H5NaO4Rb in a non-equilibrium geometry from the OMol25 dataset. Energies are from ωB97M-V/def2-TZVPD.

Summary:
Energy relative to the best compared isomer or geometry (same formula, charge and spin) = 211.2 kJ/mol
Lowest unoccupied orbital energy (spin up / spin down) = -1.073 / -0.284 eV

The geometry in ORCA input format:
```
! RIJCOSX wB97M-V def2-TZVPD def2/J DEFGRID3
* xyz 0 2
C 0.375 0.670 -3.705
H 2.259 1.293 -2.414
O 0.782 0.142 -4.868
O 1.762 0.126 -0.789
C 2.636 0.631 0.060
C 2.006 0.232 -2.253
Rb -0.206 -0.856 1.947
H 3.053 -0.087 -2.389
Na 0.567 -2.241 -3.293
O 3.650 1.238 -0.167
H 0.155 1.550 -3.081
O 2.257 0.238 1.291
H -0.519 0.149 -3.295
H 2.873 0.552 1.965
*
```

Now the natural (NBO) charges, all in e: atom 1 (C): 0.1311, atom 2 (H): 0.1702, atom 3 (O): -0.7576, atom 4 (O): -0.5670, atom 5 (C): 0.9719, atom 6 (C): -0.4728, atom 7 (Rb): 0.3159, atom 8 (H): 0.1707, atom 9 (Na): 0.6813, atom 10 (O): -0.6295, atom 11 (H): 0.1711, atom 12 (O): -0.7558, atom 13 (H): 0.0628, atom 14 (H): 0.5074

***

Entry 2:
Here is a molecular structure, C6H8GdLiO6 in a non-equilibrium geometry from the OMol25 dataset. Energies are from ωB97M-V/def2-TZVPD.

Summary:
Lowest unoccupied orbital energy (spin up / spin down) = -0.231 / -0.798 eV

The geometry in ORCA input format:
```
! RIJCOSX wB97M-V def2-TZVPD def2/J DEFGRID3
* xyz 0 8
H 0.363 -2.940 0.004
H 2.464 -0.673 0.949
O -0.610 -1.677 -1.204
H -2.360 0.907 -2.140
H -2.405 1.971 -0.689
H 1.337 -2.793 1.074
Li -1.437 -0.567 2.176
C -2.233 0.948 -1.050
C 0.996 -2.091 0.287
C -3.142 -0.059 -0.325
O -0.920 0.557 -0.706
O 2.443 -0.605 -1.131
H -3.761 0.450 0.426
O -0.059 -0.922 0.802
O 1.895 1.292 -0.120
C 2.324 0.766 -1.177
O -2.253 -0.934 0.346
Gd 0.358 1.609 1.249
C 2.300 -1.334 0.089
H -3.761 -0.626 -1.035
H 3.119 -2.067 0.106
C -0.947 -0.840 -0.299
*
```

Now the Löwdin charges, all in e: atom 1 (H): 0.1410, atom 2 (H): 0.1103, atom 3 (O): -0.0234, atom 4 (H): 0.1375, atom 5 (H): 0.1181, atom 6 (H): 0.1093, atom 7 (Li): 0.5047, atom 8 (C): -0.1497, atom 9 (C): -0.0167, atom 10 (C): -0.1489, atom 11 (O): -0.1938, atom 12 (O): -0.1043, atom 13 (H): 0.1204, atom 14 (O): -0.3126, atom 15 (O): -0.4418, atom 16 (C): -0.2303, atom 17 (O): -0.1255, atom 18 (Gd): 1.2649, atom 19 (C): -0.1882, atom 20 (H): 0.1334, atom 21 (H): 0.1346, atom 22 (C): -0.8389

***

What are the energy values for these records? In order: -16448.629, -39667.629 eV.